Record 1
22
Properties=species:S:1:pos:R:3 method="wB97M-V/def2-TZVPD" multiplicity=1 lumo_energy_ev=-3.42 e_tot_ha=-308.770768 charge=+1 smiles=CC(C)[C@@H](N)C[NH3+] orbital_gap_ev=10.8635
C 2.01 0.13 -0.40
C 0.93 0.74 0.48
C 1.04 0.14 1.91
C -0.47 0.55 -0.12
N -0.58 0.84 -1.56
C -1.10 -0.80 0.21
N -2.26 -0.99 -0.81
H 2.96 0.21 0.12
H 1.88 -0.92 -0.63
H 2.09 0.64 -1.36
H 1.18 1.79 0.66
H 0.48 -0.79 2.04
H 2.08 -0.08 2.11
H 0.60 0.81 2.65
H -1.14 1.30 0.35
H -0.15 1.74 -1.75
H 0.00 0.21 -2.11
H -0.46 -1.62 -0.01
H -1.52 -0.79 1.20
H -2.21 -0.14 -1.41
H -3.13 -1.06 -0.28
H -2.24 -1.88 -1.29

---

Record 2
89
Properties=species:S:1:pos:R:3 method="wB97M-V/def2-TZVPD" multiplicity=6 lumo_energy_ev="-3.40 / -3.40" e_tot_ha=-3772.880575 charge=+1 orbital_gap_ev="5.5738 / 6.1792"
Mn 1.61 -2.00 -0.98
F 0.11 3.60 2.47
C -0.17 3.38 1.16
C 0.35 2.28 0.54
C 0.03 2.02 -0.79
C 0.56 0.78 -1.38
O 1.32 0.08 -0.68
C 0.13 0.50 -2.70
C -0.65 1.42 -3.34
N -1.13 2.57 -2.82
C -1.93 3.37 -3.74
C -1.96 4.86 -3.81
C -3.20 4.08 -3.41
C -0.82 2.88 -1.50
C -1.30 4.02 -0.84
C -1.00 4.28 0.49
N -1.57 5.43 1.10
C -3.02 5.44 1.29
C -3.51 6.86 0.99
N -2.35 7.80 1.23
C -1.60 7.42 2.47
C -0.90 6.08 2.21
C 0.49 -0.74 -3.53
O 0.25 -0.69 -4.72
O 0.96 -1.74 -2.88
H 0.97 1.59 1.08
H -0.91 1.19 -4.37
H -1.92 2.88 -4.70
H -1.93 5.30 -4.79
H -1.43 5.44 -3.06
H -4.00 4.00 -4.13
H -3.52 4.11 -2.38
H -1.93 4.74 -1.34
H -3.29 5.14 2.31
H -3.50 4.74 0.61
H -4.32 7.18 1.65
H -3.82 6.99 -0.04
H -2.67 8.77 1.26
H -1.71 7.70 0.43
H -2.35 7.35 3.26
H -0.90 8.21 2.71
H -0.92 5.50 3.13
H 0.15 6.24 1.94
C 1.58 -1.69 2.53
Si 0.11 -2.57 1.73
C -1.10 -1.16 1.33
C -0.76 -3.55 3.08
C 0.67 -3.55 0.26
Si -0.66 -4.49 -0.64
C -2.25 -3.48 -0.80
C -1.13 -6.08 0.26
C -0.19 -4.96 -2.40
Si 2.15 -4.57 0.63
C 2.59 -5.91 -0.62
C 2.23 -5.41 2.32
C 3.72 -3.45 0.52
C 4.92 -3.74 1.17
C 6.03 -2.94 0.97
C 5.94 -1.85 0.12
C 4.72 -1.60 -0.49
N 3.65 -2.38 -0.30
H 1.24 -1.13 3.40
H 2.06 -0.98 1.85
H 2.36 -2.38 2.88
H -1.08 -0.47 2.18
H -2.12 -1.52 1.22
H -0.84 -0.60 0.43
H -0.96 -2.91 3.95
H -0.19 -4.41 3.42
H -1.73 -3.92 2.72
H -2.77 -3.36 0.15
H -2.92 -4.00 -1.49
H -2.06 -2.48 -1.21
H -1.48 -5.88 1.28
H -0.29 -6.77 0.33
H -1.93 -6.60 -0.27
H 0.09 -4.09 -2.99
H -1.07 -5.41 -2.88
H 0.61 -5.69 -2.45
H 1.83 -6.69 -0.68
H 3.53 -6.37 -0.32
H 2.72 -5.49 -1.62
H 1.40 -6.10 2.42
H 2.18 -4.71 3.16
H 3.15 -6.00 2.42
H 4.98 -4.59 1.83
H 6.97 -3.16 1.47
H 6.78 -1.20 -0.07
H 4.59 -0.76 -1.17